Record 1
Density functional theory data (ωB97M-V/def2-TZVPD) for a 20-piece molecular cluster, C40H80Cl40 overall at a distorted geometry.

Geometry as XYZ:
```
160
Properties=species:S:1:pos:R:3:forces:R:3:mulliken_charge:R:1
Cl 23.681 15.968 11.555 1.3 0.4 0.2 -0.21
C 22.033 15.417 11.452 -0.5 -0.8 -0.6 0.17
C 21.761 15.144 9.944 -0.4 1.5 1.0 -0.71
Cl 19.962 14.994 9.683 0.8 -0.4 -0.1 -0.12
H 21.424 16.188 11.924 -0.3 -0.1 -0.5 -0.08
H 21.983 14.514 12.060 -0.2 0.0 -0.2 0.23
H 22.387 14.351 9.535 -0.6 -0.4 0.2 0.40
H 22.029 16.054 9.408 0.0 -0.1 0.0 0.36
Cl 14.289 22.713 19.518 0.4 0.0 0.2 -0.17
C 14.700 21.540 18.255 -0.6 -0.8 -0.7 -0.21
C 13.979 20.204 18.486 -0.2 1.2 -0.8 -0.05
Cl 14.486 19.340 19.941 -0.2 -0.1 0.0 -0.11
H 15.763 21.422 18.046 0.1 0.2 0.5 -0.09
H 14.229 21.936 17.355 0.2 0.0 -0.1 0.43
H 14.080 19.568 17.607 0.4 -0.1 0.2 -0.25
H 12.931 20.503 18.502 -0.2 -0.5 0.7 0.36
Cl 19.706 13.203 12.695 -0.3 -0.8 0.3 -0.04
C 19.169 11.760 13.660 0.4 0.1 0.9 -0.59
C 19.823 11.771 15.076 -0.8 0.2 -0.7 -0.38
Cl 19.167 13.200 15.964 0.3 -0.1 0.1 0.11
H 19.377 10.839 13.117 0.5 0.2 -0.1 0.47
H 18.083 11.794 13.747 0.1 0.4 0.1 -0.01
H 20.911 11.828 15.072 -0.2 0.2 -0.2 0.40
H 19.519 10.912 15.673 0.0 0.0 -0.3 -0.01
Cl 14.511 16.761 24.480 -1.8 -1.3 0.3 -0.16
C 15.785 17.870 24.295 1.5 0.8 -0.1 -0.37
C 17.063 17.159 23.847 0.0 0.8 0.1 -0.70
Cl 16.955 16.446 22.204 -0.1 0.3 0.4 0.11
H 15.983 18.325 25.265 0.1 0.0 0.1 0.44
H 15.449 18.677 23.644 0.3 -0.1 -0.3 0.07
H 17.337 16.392 24.571 -0.2 -0.2 -0.3 0.39
H 17.861 17.902 23.857 0.1 0.0 -0.3 0.29
Cl 19.507 20.235 21.388 -0.6 0.0 -0.6 -0.22
C 17.754 20.307 20.795 1.2 -0.1 0.1 0.29
C 16.985 21.026 21.858 -0.8 -0.5 0.9 -0.21
Cl 17.392 22.731 21.954 0.1 0.7 -0.1 -0.18
H 17.534 19.256 20.609 -0.5 0.2 0.3 0.06
H 17.714 20.851 19.851 0.3 0.0 0.1 -0.16
H 17.191 20.654 22.862 0.2 -0.3 -0.2 0.28
H 15.902 20.966 21.748 0.1 0.0 -0.5 0.16
Cl 20.923 21.717 13.046 -0.2 0.8 0.6 -0.21
C 21.001 20.122 12.366 0.2 -1.1 -1.6 0.24
C 20.531 20.206 10.875 0.2 -0.2 1.8 -0.61
Cl 20.555 18.575 10.201 0.1 -0.5 -0.4 -0.09
H 20.402 19.388 12.906 -0.2 0.4 0.0 -0.35
H 22.028 19.763 12.431 0.0 0.1 -0.1 0.30
H 21.203 20.839 10.295 -0.4 0.1 0.0 0.40
H 19.481 20.497 10.907 0.3 0.4 -0.4 0.32
Cl 20.627 9.962 18.219 0.6 0.2 0.0 -0.17
C 21.870 11.236 18.598 0.7 -1.4 -0.7 -0.64
C 21.143 12.408 19.105 -0.5 0.3 0.7 0.26
Cl 22.393 13.596 19.473 0.2 0.7 0.0 -0.20
H 22.499 11.458 17.737 -0.7 0.1 -0.6 0.31
H 22.637 10.840 19.263 -0.6 -0.2 0.6 0.46
H 20.631 12.185 20.041 0.0 0.0 -0.1 0.27
H 20.409 12.779 18.389 0.3 0.2 0.0 -0.27
Cl 9.150 15.530 18.142 -0.6 0.3 0.1 -0.16
C 8.771 17.213 17.668 1.6 1.1 -0.6 -0.59
C 10.122 17.813 17.094 -1.6 -0.8 0.1 -0.33
Cl 11.295 17.985 18.441 -0.1 0.1 -0.6 -0.01
H 8.462 17.862 18.487 0.1 -0.6 0.4 0.34
H 7.956 17.261 16.946 0.3 -0.4 -0.2 0.42
H 9.952 18.747 16.559 0.0 0.2 0.5 0.28
H 10.493 17.131 16.330 0.4 -0.1 0.3 0.01
Cl 14.963 14.141 8.422 0.0 0.6 -0.2 -0.20
C 14.065 13.249 9.675 1.1 -1.4 -0.6 -0.48
C 14.665 13.496 11.045 -0.4 0.0 -0.1 0.16
Cl 16.333 12.760 11.333 -1.1 0.7 -0.5 -0.12
H 14.267 12.235 9.330 -0.4 -0.2 0.5 0.31
H 12.996 13.431 9.567 0.2 0.4 0.4 0.40
H 14.026 13.063 11.815 0.1 0.1 0.0 -0.10
H 14.677 14.583 11.127 0.5 -0.1 0.6 0.04
Cl 22.560 18.029 21.624 0.1 -1.0 0.3 -0.16
C 22.087 16.291 21.958 -0.8 0.8 0.2 -0.24
C 20.573 16.232 21.815 0.2 1.4 -1.4 0.12
Cl 20.051 14.611 22.065 -0.6 -1.3 0.4 -0.12
H 22.357 15.977 22.966 0.4 0.4 -0.1 0.40
H 22.538 15.628 21.219 0.1 0.3 0.1 0.02
H 20.319 16.524 20.795 0.2 -0.3 -0.3 -0.16
H 19.952 16.952 22.348 0.5 -0.2 0.8 0.11
Cl 22.504 23.302 18.270 0.4 -0.3 0.2 -0.22
C 21.989 21.609 18.574 0.5 -0.5 -0.2 -0.18
C 23.109 20.538 18.927 -2.0 1.4 0.1 0.36
Cl 23.855 21.016 20.472 0.3 0.0 -0.1 -0.20
H 21.412 21.362 17.683 0.4 -0.5 -0.1 0.05
H 21.252 21.650 19.376 0.3 0.0 0.2 0.18
H 23.869 20.328 18.175 -0.2 0.2 0.1 0.37
H 22.483 19.677 19.162 0.4 -0.3 -0.2 -0.33
Cl 18.426 20.784 16.552 -0.3 0.3 0.0 0.14
C 18.263 22.533 16.201 0.2 1.3 0.7 -0.90
C 19.103 23.375 17.188 0.1 -0.8 -0.2 0.22
Cl 18.320 23.621 18.781 0.0 -0.3 -0.3 -0.12
H 17.235 22.883 16.296 -0.2 -0.6 -0.2 0.30
H 18.615 22.729 15.188 0.0 -0.3 0.0 0.36
H 19.340 24.373 16.820 -0.1 -0.2 -0.2 0.45
H 20.013 22.802 17.365 0.0 0.5 0.1 -0.52
Cl 17.033 12.859 21.676 -0.3 -0.3 0.9 -0.19
C 16.740 13.319 20.015 0.8 -0.2 -1.2 0.88
C 17.055 12.137 19.090 0.1 0.0 -0.3 0.09
Cl 15.738 10.975 19.370 -0.3 -0.6 -0.2 -0.20
H 17.372 14.199 19.891 0.0 -0.1 -0.5 -0.50
H 15.702 13.559 19.786 0.0 0.3 0.6 -0.11
H 17.986 11.581 19.197 0.1 0.3 0.7 0.14
H 17.050 12.356 18.022 -0.4 0.5 0.0 -0.15
Cl 18.164 17.676 12.921 -0.1 0.4 0.2 0.04
C 17.422 16.330 12.080 -0.8 -1.6 -0.8 0.26
C 16.830 16.719 10.730 0.4 0.1 0.3 -0.24
Cl 15.427 17.782 10.899 -0.3 0.8 0.2 -0.19
H 16.690 15.833 12.717 -0.2 0.4 0.2 0.22
H 18.157 15.550 11.882 0.3 0.3 0.1 -0.46
H 16.382 15.929 10.127 0.8 -0.5 0.3 -0.01
H 17.652 17.207 10.208 -0.4 0.2 -0.4 0.36
Cl 11.454 14.149 22.790 -0.1 -1.0 0.5 -0.21
C 11.636 15.668 21.959 1.0 0.8 0.2 -0.34
C 13.071 15.829 21.377 -1.5 0.5 -0.3 -0.05
Cl 13.264 14.853 19.907 0.1 -0.3 -0.3 -0.07
H 11.488 16.454 22.700 0.2 0.0 0.1 0.36
H 10.793 15.765 21.274 0.5 0.0 -0.5 0.25
H 13.891 15.586 22.053 -0.4 0.0 0.1 0.21
H 13.142 16.867 21.052 0.3 0.0 0.0 -0.18
Cl 13.398 15.525 14.657 0.8 0.1 -0.5 -0.01
C 12.669 14.389 15.805 0.2 0.6 0.6 0.10
C 11.449 13.815 15.136 0.0 0.3 2.2 -0.42
Cl 11.910 12.832 13.803 0.1 -0.7 -1.5 -0.17
H 12.493 15.043 16.659 -0.7 -0.3 0.1 -0.06
H 13.345 13.625 16.189 0.3 0.0 -0.6 -0.08
H 10.781 14.640 14.889 -0.2 -0.4 -0.3 0.27
H 11.022 13.118 15.857 -0.5 0.3 0.0 0.38
Cl 21.866 17.221 17.595 0.0 0.8 0.8 0.03
C 22.140 15.817 16.609 -1.1 -0.6 -0.9 -0.29
C 22.331 16.217 15.176 1.5 0.4 -0.6 -0.73
Cl 21.034 17.197 14.471 -0.3 0.0 0.2 0.16
H 21.210 15.247 16.599 0.2 -0.4 0.7 -0.19
H 22.994 15.274 17.013 -0.2 -0.1 -0.2 0.45
H 22.446 15.384 14.483 0.0 -0.2 0.4 0.24
H 23.239 16.816 15.114 0.0 0.1 -0.2 0.36
Cl 10.809 19.080 13.846 -0.1 -0.3 0.2 -0.22
C 12.122 19.978 14.685 0.4 -0.6 -0.6 -0.03
C 13.452 19.290 14.302 -0.4 -0.3 -0.4 -0.25
Cl 14.881 20.184 14.856 0.0 0.1 0.2 -0.10
H 11.989 19.898 15.764 -0.2 0.1 -0.1 -0.04
H 11.937 20.990 14.324 0.8 0.0 0.2 0.38
H 13.592 19.086 13.240 -0.3 0.7 -0.1 0.44
H 13.496 18.278 14.706 -0.1 0.2 0.6 -0.22
Cl 15.388 16.892 17.155 -0.1 0.3 0.6 0.26
C 16.770 16.321 16.213 0.5 0.3 -0.2 -0.52
C 18.154 16.856 16.679 -1.5 -0.5 0.1 1.11
Cl 18.428 16.483 18.443 0.1 0.0 -0.8 0.27
H 16.559 16.692 15.210 0.4 0.0 -0.1 -0.12
H 16.688 15.234 16.189 0.4 0.0 0.2 0.20
H 18.196 17.941 16.580 0.0 -0.2 0.0 -0.75
H 18.901 16.382 16.042 0.2 0.1 0.4 -0.30
Cl 15.125 11.614 15.709 -0.4 0.3 0.5 0.08
C 15.277 10.060 14.886 1.0 0.6 -1.2 -0.56
C 15.888 8.957 15.721 -1.3 -0.6 -0.3 -0.63
Cl 17.380 9.386 16.469 1.4 0.6 0.5 -0.03
H 15.974 10.329 14.092 0.3 -0.3 -0.1 0.14
H 14.374 9.852 14.311 -0.3 -0.4 0.8 0.35
H 16.136 8.124 15.063 -0.4 -0.1 0.0 0.36
H 15.246 8.622 16.535 -0.2 0.0 -0.2 0.31
```
Positions in Å, forces in eV/Å.

## Properties
- max |F| (eV/Å) = 2.479
- net charge = 0
- gap between HOMO and LUMO (eV) = 10.089
- E_HOMO (Ha) = -0.3673


Record 2
Density functional theory data (ωB97M-V/def2-TZVPD) for a 3-piece molecular cluster, C3H12O2S2 overall at a distorted geometry.

Geometry as XYZ:
```
19
Properties=species:S:1:pos:R:3:forces:R:3:mulliken_charge:R:1
C 2.962 -0.459 2.203 3.5 -0.2 0.3 -1.17
C 1.953 -0.287 1.108 1.3 0.4 -0.4 -0.19
S 2.287 -1.826 0.198 -0.6 1.3 -2.4 -0.14
S 1.952 -1.047 -1.731 1.0 -0.8 -0.1 -0.13
C 0.167 -0.985 -1.890 -0.1 -2.1 0.5 -0.71
H 4.031 -0.049 1.926 -2.1 -0.5 0.4 0.26
H 3.236 -1.543 2.455 -0.9 1.3 -0.3 0.30
H 2.636 0.025 3.091 -0.1 0.4 1.0 0.34
H 1.004 -0.447 1.541 -1.3 0.4 0.3 0.27
H 2.021 0.750 0.568 -0.1 -2.3 0.6 0.34
H -0.205 -1.888 -1.344 0.1 0.6 -0.8 0.26
H -0.130 -0.169 -1.285 -0.9 1.1 -0.1 0.26
H -0.138 -1.025 -2.958 0.2 0.4 0.9 0.29
H -3.149 3.797 0.654 1.3 -0.4 -0.1 0.32
H -2.639 3.735 -0.710 0.4 0.0 -0.8 0.31
O -2.305 3.590 0.173 -1.7 0.4 0.8 -0.63
H -4.692 -1.308 -1.864 0.1 0.3 0.4 0.32
H -4.676 0.026 -1.063 0.4 -1.0 -0.1 0.32
O -4.318 -0.890 -1.071 -0.5 0.7 -0.3 -0.64
```
Positions in Å, forces in eV/Å.

## Properties
- max |F| (eV/Å) = 3.567
- SMILES = CCSSC.O.O
- net charge = 0
- gap between HOMO and LUMO (eV) = 8.833
- E_HOMO (Ha) = -0.3103


Record 3
Density functional theory data (ωB97M-V/def2-TZVPD) for C24H25IN2O5RuSSi as an isolated structure at a distorted geometry.

Geometry as XYZ:
```
60
Properties=species:S:1:pos:R:3:forces:R:3:mulliken_charge:R:1
Ru -0.470 0.012 0.011 -0.4 -1.0 -1.8 -0.03
C 3.222 -2.564 -0.927 0.0 -0.1 0.0 -1.54
C 2.326 -3.069 0.148 -0.2 0.1 0.1 -0.25
N 2.603 -4.152 0.770 0.9 -0.1 -0.8 -0.49
C 1.870 -4.540 1.850 -0.6 0.4 0.7 -1.42
C 0.961 -3.737 2.479 0.0 -0.4 0.4 1.96
C 0.273 -4.208 3.732 0.5 -0.1 0.1 -1.28
O -1.118 -4.299 3.478 -0.5 -0.1 0.0 -0.47
C 0.616 -2.488 1.904 0.2 0.1 -0.8 0.08
C -0.257 -1.593 2.491 -0.1 -0.1 0.5 -0.10
N -0.741 -0.499 1.911 0.4 -0.3 0.0 0.58
C -1.740 0.259 2.496 -0.5 0.8 0.3 0.97
C -2.528 -0.099 3.600 0.2 -0.1 -0.1 -0.85
C -3.572 0.718 3.990 -0.1 -0.1 0.3 -0.73
C -3.862 1.892 3.314 0.1 0.2 -0.3 -0.45
C -3.088 2.263 2.214 -0.1 0.1 0.2 -0.90
C -2.061 1.446 1.840 0.0 -0.1 0.5 0.21
I 0.599 2.461 0.420 -0.1 0.3 0.2 -0.28
C 1.138 -2.182 0.503 -0.1 -0.7 0.3 1.49
O 1.460 -0.914 0.342 -0.6 1.2 -0.3 -0.92
H 3.910 -3.348 -1.228 0.0 0.0 0.0 0.38
H 3.777 -1.709 -0.539 0.0 0.0 0.0 0.34
H 2.640 -2.203 -1.772 0.0 0.1 -0.1 0.30
H 2.120 -5.526 2.221 -0.2 0.0 0.2 0.25
H 0.464 -3.506 4.560 0.0 -0.1 -0.1 0.40
H 0.673 -5.191 4.015 0.0 0.2 0.0 0.39
H -1.560 -4.653 4.257 0.1 0.0 0.0 0.30
H -0.601 -1.807 3.499 0.0 0.0 -0.1 0.26
H -2.358 -1.032 4.121 0.0 0.0 0.0 0.29
H -4.187 0.421 4.829 0.0 0.0 0.0 0.35
H -4.692 2.513 3.623 0.0 0.0 0.0 0.38
H -3.306 3.169 1.671 0.0 0.1 -0.1 0.43
O -0.511 -0.613 -4.039 0.1 0.0 0.1 -0.70
C -1.029 -0.162 -3.025 -1.0 -0.3 -0.8 0.51
O -0.388 0.255 -2.010 1.0 0.5 1.4 -0.58
C -2.550 -0.025 -3.017 0.1 0.0 0.1 0.05
C -3.162 0.184 -4.249 0.0 0.0 -0.1 -0.62
C -4.533 0.297 -4.370 0.0 0.0 0.0 -0.56
C -5.327 0.179 -3.237 -0.1 0.0 -0.1 -0.52
C -4.744 -0.045 -2.010 0.2 0.0 0.1 -0.89
C -3.354 -0.143 -1.877 0.2 0.1 -0.3 1.10
S -2.798 -0.507 -0.266 0.9 0.2 0.5 -0.23
H -2.525 0.253 -5.120 0.0 0.0 0.0 0.45
H -4.987 0.474 -5.336 0.0 0.0 -0.1 0.38
H -6.403 0.260 -3.312 -0.1 0.0 0.0 0.35
H -5.345 -0.156 -1.120 -0.1 0.0 0.1 0.42
C 0.753 -4.324 -2.597 -0.2 0.3 0.7 -1.25
Si -0.441 -3.826 -1.192 -1.1 -1.4 -1.2 0.52
C -0.650 -5.313 -0.007 0.2 0.6 -0.3 -1.14
C -2.104 -3.404 -2.014 0.7 -0.2 0.4 -1.06
O 0.007 -2.470 -0.406 0.6 0.4 0.6 0.11
H 0.286 -5.068 -3.236 -0.2 -0.2 -0.1 0.45
H 1.682 -4.748 -2.226 0.2 -0.1 0.1 0.33
H 0.996 -3.469 -3.222 0.0 0.2 -0.1 0.32
H -1.264 -6.091 -0.450 -0.2 -0.1 -0.2 0.51
H -1.110 -5.013 0.931 -0.1 0.1 0.1 0.20
H 0.313 -5.757 0.230 0.2 -0.1 0.0 0.28
H -2.502 -4.267 -2.536 0.0 -0.3 -0.1 0.50
H -1.963 -2.618 -2.749 0.1 0.1 -0.1 0.15
H -2.850 -3.066 -1.302 0.0 0.0 0.2 0.26
```
Positions in Å, forces in eV/Å.

## Properties
- max |F| (eV/Å) = 2.131
- spin multiplicity = 6
- net charge = -1
- gap between HOMO and LUMO (spin up / spin down) (eV) = 6.633 / 5.411
- E_HOMO (spin up / spin down) (Ha) = -0.1651 / -0.1744


Record 4
Density functional theory data (ωB97M-V/def2-TZVPD) for C6H12O4 as an isolated structure at a distorted geometry.

Geometry as XYZ:
```
22
Properties=species:S:1:pos:R:3:forces:R:3:mulliken_charge:R:1
O -3.278 -2.854 2.198 -0.1 0.2 -0.2 -0.53
C -2.090 -3.074 2.912 0.0 -0.3 0.3 -0.11
C -1.002 -3.925 2.243 -0.1 -0.2 0.0 -0.54
O -0.041 -2.868 2.399 0.2 -0.1 0.0 -0.41
C -1.051 -1.937 2.839 -0.5 0.0 0.1 0.06
C -1.301 -0.843 1.827 -2.3 0.9 4.6 -0.65
C -0.135 0.403 2.073 -5.0 -1.3 -6.3 0.24
C 0.351 -0.076 0.733 8.7 2.5 1.2 -1.28
O -0.303 1.544 2.438 0.8 -1.2 1.6 -0.52
H -3.956 -3.467 2.493 0.1 0.0 0.0 0.30
H -2.315 -3.377 3.942 0.1 0.0 -0.1 0.38
H -0.698 -4.841 2.769 0.0 0.2 -0.2 0.27
H -1.213 -4.141 1.184 0.0 0.0 0.2 0.28
H -0.781 -1.509 3.816 -0.1 -0.1 -0.1 0.33
H -1.645 -1.276 0.877 1.4 0.4 -0.2 0.39
H -2.223 -0.298 2.090 0.0 -0.2 0.6 0.44
H 1.603 -0.036 2.984 5.3 -2.2 -1.2 0.50
H 1.139 0.616 0.393 0.7 1.4 -0.1 0.38
H -0.291 0.299 -0.077 -0.5 -1.8 0.3 0.33
O 2.688 -0.494 2.625 -5.4 2.1 1.6 -0.70
H 1.537 -0.661 1.207 -3.9 -0.5 -2.1 0.49
H 3.011 0.323 2.237 0.5 0.3 -0.1 0.35
```
Positions in Å, forces in eV/Å.

## Properties
- max |F| (eV/Å) = 9.133
- net charge = 0
- gap between HOMO and LUMO (eV) = 7.803
- E_HOMO (Ha) = -0.3154


Question: What is the formula in the second record?
Answer: C3H12O2S2


Question: Number 1 is which compound?
Answer: C40H80Cl40